Molecular formula: C2H6N2OS
Method: DFT, ωB97M-V/def2-TZVPD

Summary:
LUMO energy	0.00234	Ha
2S+1	1
orbital gap	0.31708	Ha
energy relative to the best compared isomer or geometry (same formula, charge and spin)	460.6	kJ/mol
HOMO level	-8.6	eV

Element x y z (Å)
S -1.46027 -0.30303 1.15295
O -1.07905 -1.62334 -1.04951
N 0.59518 1.04153 0.21289
N -1.31361 -0.32625 -0.50128
C 0.91870 0.03273 1.15955
C -0.10262 0.44885 -0.90692
H 0.92776 0.41638 2.12163
H -0.31206 -1.88721 -0.52901
H 0.06700 1.84122 0.49168
H -0.29703 1.25895 -1.51228
H 0.61150 -0.10614 -1.53148
H 1.44448 -0.79370 0.89178

---

Molecular formula: C6H7N
Method: DFT, ωB97M-V/def2-TZVPD

Summary:
LUMO energy	0.02761	Ha
2S+1	1
orbital gap	0.34355	Ha
energy relative to the best compared isomer or geometry (same formula, charge and spin)	509.0	kJ/mol
SMILES	CC1=N[C@H]2CC=C12
HOMO level	-8.6	eV

Element x y z (Å)
N -0.33045 0.48487 1.33810
C 0.89591 0.87197 0.58837
C -2.39473 -0.21975 -0.00510
C 1.12690 -0.57055 -0.91288
C -1.07380 0.25992 0.31601
C 2.06124 -0.11713 0.14547
C 0.20418 0.36134 -0.66227
H -3.35134 0.15631 0.35899
H 2.84523 0.60442 -0.18138
H -2.30335 -1.25513 0.25082
H 1.07487 1.96172 0.66101
H 1.21673 -1.37333 -1.52205
H -2.43878 -0.20856 -1.15672
H 2.46739 -0.95611 0.78164

---

Molecular formula: C2H4N4O
Method: DFT, ωB97M-V/def2-TZVPD

Summary:
LUMO energy	0.02551	Ha
2S+1	1
orbital gap	0.34766	Ha
energy relative to the best compared isomer or geometry (same formula, charge and spin)	484.8	kJ/mol
SMILES	[H]/N=c1/[nH]cnn1O
HOMO level	-8.8	eV

Element x y z (Å)
O 0.51806 2.02130 0.14719
N -0.93762 0.59906 -0.89402
N 0.34951 0.62806 -0.47983
N -0.61957 -1.35861 0.03758
N 1.50941 -1.04272 1.10288
C -1.52422 -0.58806 -0.64632
C 0.55463 -0.55393 0.53599
H -2.58342 -0.95214 -0.94558
H 1.18586 2.34834 -0.39571
H 2.17393 -0.42393 1.72714
H -1.21551 -2.07130 0.73230

---

Molecular formula: C2H6N3S
Method: DFT, ωB97M-V/def2-TZVPD

Summary:
LUMO energy	-0.13401	Ha
2S+1	1
orbital gap	0.36106	Ha
energy relative to the best compared isomer or geometry (same formula, charge and spin)	279.3	kJ/mol
net charge	+1
SMILES	[NH3+]/N=C/N=C/S
HOMO level	-13.5	eV

Element x y z (Å)
S 3.76727 0.06714 -0.24601
N 1.13437 0.34791 -0.05098
N -1.01623 -0.40954 -0.48462
N -2.43847 -0.31546 -0.15951
C -0.18276 0.44093 0.13602
C 2.17944 -0.31667 0.27868
H -0.49804 1.38243 0.80138
H 2.23747 -1.05788 1.14229
H 3.36644 1.17537 -1.00429
H -2.86910 0.57303 -0.00362
H -2.97173 -0.87215 -0.98442
H -2.70867 -1.01510 0.57511

---

Molecular formula: C5H10N3O2
Method: DFT, ωB97M-V/def2-TZVPD

Summary:
LUMO energy (alpha / beta)	0.13193 / 0.13193	Ha
2S+1	1
orbital gap (alpha / beta)	0.21879 / 0.21881	Ha
energy relative to the best compared isomer or geometry (same formula, charge and spin)	591.9	kJ/mol
net charge	-1
HOMO level (alpha / beta)	-2.4 / -2.4	eV

Element x y z (Å)
O -1.37699 2.21999 0.50661
O -2.43791 -0.72666 -1.20903
N -0.08385 0.20175 -0.30983
N -0.94253 1.39502 -0.23306
N -0.82716 0.90092 -1.38771
C -2.51334 -0.99793 1.13629
C -2.75723 -0.42285 -0.03328
C 2.03731 -0.44471 -1.34499
C 1.38396 0.45030 -0.27389
C 1.84163 0.09020 1.16800
H 3.08782 -0.10136 -1.50972
H -3.30650 0.66510 0.00213
H -2.94710 -0.66151 2.05738
H 1.20119 -0.68100 1.43386
H 1.55220 1.52211 -0.60678
H 2.31106 -1.47684 -1.15916
H 1.55408 -0.34450 -2.24969
H 1.71766 0.90621 1.87587
H -2.30286 -2.08920 1.17658
H 2.80854 -0.40505 0.96039

---

Molecular formula: C15H19AuN3O11P2S
Method: DFT, ωB97M-V/def2-TZVPD

Summary:
LUMO energy	-0.18112	Ha
2S+1	1
orbital gap	0.27967	Ha
energy relative to the best compared isomer or geometry (same formula, charge and spin)	81.7	kJ/mol
net charge	+1
HOMO level	-12.5	eV

Element x y z (Å)
Au 0.39051 0.46734 -1.30470
S -0.34299 -0.93299 -2.96678
P -0.80205 2.87433 -0.05724
P -0.49213 2.84312 -3.07897
O -0.11194 2.09674 6.43399
O -0.85584 3.88344 1.14246
O -0.30090 3.65802 -4.27487
O 1.08137 3.39754 5.19970
O -0.19251 -2.56777 1.38714
O -1.91392 4.59856 -1.63526
O 0.47658 -1.11008 -0.09912
O -1.77830 1.89565 -3.12421
O -2.18092 2.13104 -0.10384
O 0.33702 1.85746 0.10864
O 0.67261 1.91351 -2.59928
N 1.16425 -3.01685 -2.21040
N -1.11768 -3.22190 -1.83667
N 0.46631 2.37369 5.40759
C 0.40683 1.38529 4.30414
C 2.88509 -4.63031 -1.62169
C 1.45364 -4.21797 -1.67042
C -0.68398 3.89081 -1.56649
C -0.43547 -0.65364 3.42403
C -2.06616 -5.15028 -0.74210
C 0.25622 -0.41139 2.23867
C 0.39865 -4.95498 -1.20308
C 0.53330 4.81711 -1.47716
C 1.05790 0.72108 2.11711
C -0.89024 -4.42953 -1.29392
C 1.13629 1.63521 3.15811
C 0.14615 -1.42822 1.15409
C -0.09351 -2.52524 -2.24809
C -0.37112 0.25357 4.46710
H -0.25476 3.70169 1.87870
H 1.91045 -2.42294 -2.55146
H 0.42067 5.50201 -0.63666
H 1.64756 0.89082 1.22900
H 0.57283 -5.92268 -0.75678
H -1.78080 5.40035 -2.15688
H 0.61555 5.38465 -2.40437
H -1.93205 -6.22930 -0.77294
H 1.75113 2.52091 3.09372
H 3.32607 -4.60970 -2.61920
H 3.44803 -3.94566 -0.98482
H 1.45221 4.24557 -1.35262
H 2.97884 -5.63386 -1.21778
H -2.16862 -4.84911 0.30453
H -0.90795 0.09989 5.39121
H -2.36583 2.13075 -3.85500
H -2.94691 2.70593 -0.26008
H -1.02818 -1.55292 3.51104
H -2.97130 -4.85876 -1.26813